[1]
One molecule with the formula C7H8. Source: the OMol25 dataset; level of theory: the ωB97M-V functional and the def2-TZVPD basis.

Each line ends with the natural charge from an NBO analysis.
Geometry (Å):
C1 2.45 1.92 0.29  -0.296
C2 1.56 1.47 -0.39  0.043
C3 0.50 0.68 -0.97  -0.484
C4 0.01 -0.33 0.12  -0.278
C5 -0.47 -1.66 -0.47  -0.582
C6 -1.10 0.25 0.87  0.000
C7 -2.13 0.51 1.43  -0.250
H1 2.69 1.79 1.32  0.241
H2 0.88 0.19 -1.86  0.239
H3 -0.34 1.32 -1.24  0.245
H4 0.80 -0.58 0.85  0.239
H5 -1.22 -1.48 -1.25  0.211
H6 0.38 -2.20 -0.89  0.210
H7 -0.93 -2.28 0.31  0.223
H8 -3.10 0.41 1.87  0.239

Results
HOMO = -9.900 eV
ΔE to the lowest compared entry with this formula, charge and spin = 452.4 kJ/mol
gap between HOMO and LUMO = 10.86 eV
SMILES = C#CC[C@H](C)C#C

[2]
One molecule with the formula C19H17BrN4O5. Source: the OMol25 dataset; level of theory: the ωB97M-V functional and the def2-TZVPD basis.

Each line ends with the natural charge from an NBO analysis.
Geometry (Å):
C1 -3.20 -1.25 3.09  -0.252
O1 -3.05 -0.53 1.89  -0.512
C2 -2.26 -1.07 0.91  0.359
C3 -1.54 -2.25 1.02  -0.309
C4 -0.78 -2.71 -0.04  -0.260
C5 -0.69 -1.99 -1.22  0.240
O2 0.04 -2.34 -2.32  -0.508
C6 0.77 -3.55 -2.27  -0.260
C7 -1.40 -0.78 -1.33  0.185
N1 -1.29 -0.05 -2.52  -0.624
C8 -1.14 1.29 -2.68  0.663
O3 -1.15 1.80 -3.79  -0.591
C9 -0.91 2.10 -1.44  -0.121
C10 -1.52 3.34 -1.31  -0.164
C11 -1.28 4.11 -0.18  -0.207
C12 -0.43 3.65 0.81  -0.192
C13 0.20 2.42 0.67  -0.048
C14 1.09 1.88 1.77  -0.231
N2 2.20 1.15 1.23  -0.114
C15 3.37 1.65 0.79  -0.060
C16 4.10 0.60 0.28  -0.176
Br1 5.81 0.67 -0.46  0.145
C17 3.26 -0.52 0.47  0.119
N3 3.50 -1.87 0.11  0.523
O4 2.60 -2.67 0.26  -0.373
O5 4.59 -2.13 -0.34  -0.363
N4 2.12 -0.15 1.04  -0.196
C18 -0.03 1.65 -0.46  -0.188
C19 -2.20 -0.35 -0.28  -0.311
H1 -2.24 -1.36 3.62  0.172
H2 -3.87 -0.65 3.70  0.199
H3 -3.64 -2.23 2.92  0.177
H4 -1.56 -2.84 1.93  0.219
H5 -0.22 -3.63 0.08  0.229
H6 1.30 -3.61 -3.21  0.199
H7 1.48 -3.55 -1.44  0.202
H8 0.10 -4.41 -2.17  0.173
H9 -1.22 -0.60 -3.36  0.423
H10 -2.18 3.69 -2.09  0.233
H11 -1.76 5.07 -0.08  0.219
H12 -0.26 4.24 1.69  0.210
H13 0.51 1.17 2.38  0.246
H14 1.46 2.69 2.40  0.220
H15 3.62 2.69 0.85  0.238
H16 0.46 0.70 -0.58  0.233
H17 -2.77 0.56 -0.36  0.232

Results
HOMO = -7.967 eV
gap between HOMO and LUMO = 7.50 eV
SMILES = COc1ccc(OC)c(NC(=O)c2cccc(Cn3cc(Br)c([N+](=O)[O-])n3)c2)c1

[3]
One molecule with the formula C6H10O. Source: the OMol25 dataset; level of theory: the ωB97M-V functional and the def2-TZVPD basis.

Each line ends with the natural charge from an NBO analysis.
Geometry (Å):
C1 0.03 -0.64 -1.63  -0.418
C2 -0.69 0.58 -1.07  -0.101
O1 -1.52 0.15 0.04  -0.446
C3 -1.17 0.31 1.29  0.386
C4 -0.08 0.91 1.90  -0.537
C5 1.04 1.41 1.21  -0.259
C6 0.91 -1.36 -0.60  -0.611
H1 0.65 -0.30 -2.47  0.216
H2 -0.71 -1.34 -2.04  0.201
H3 0.01 1.33 -0.72  0.250
H4 -1.40 0.98 -1.80  0.190
H5 -1.94 -0.15 1.92  0.182
H6 0.36 -1.53 0.33  0.199
H7 -0.21 0.93 2.99  0.190
H8 1.72 1.84 1.96  0.119
H9 1.22 -2.34 -0.97  0.209
H10 1.79 -0.77 -0.35  0.230

Results
HOMO = -7.819 eV
ΔE to the lowest compared entry with this formula, charge and spin = 375.1 kJ/mol
gap between HOMO and LUMO = 7.53 eV